Entry from OMol25: a 4-piece molecular cluster, C4H8Cl8 overall (the ωB97M-V functional and the def2-TZVPD basis).

SMILES string = ClCCl.ClCCl.ClCCl.ClCCl
HOMO = -10.85 eV
lowest unoccupied orbital energy = 0.37 eV
spin multiplicity = 1
maximum force = 0.681 eV/A
frontier orbital gap = 11.2 eV

Element x y z (Å)
Cl -2.01463 -3.82362 -1.50744
C -1.06415 -2.62043 -2.38828
Cl 0.52180 -3.32525 -2.71961
H -1.52350 -2.34882 -3.33871
H -0.85894 -1.77673 -1.72938
Cl -1.21623 1.72368 1.56890
C -1.77067 0.27762 2.44503
Cl -0.47033 -0.38510 3.44036
H -2.56996 0.65283 3.08412
H -2.17213 -0.49317 1.78715
Cl 4.07404 1.41678 1.07384
C 2.61065 0.91695 1.98695
Cl 2.99544 -0.48773 3.01618
H 2.29239 1.80010 2.54091
H 1.83416 0.64191 1.27315
Cl -1.36414 1.11029 -3.20690
C -0.10062 1.70611 -2.08860
Cl 0.84228 0.37574 -1.40944
H 0.53465 2.43954 -2.58520
H -0.58012 2.19929 -1.24306

Entry from OMol25: C45H104CdN7O9Tl as an isolated structure at a distorted geometry (the ωB97M-V functional and the def2-TZVPD basis).

net charge = +4
HOMO = -16.01 eV
lowest unoccupied orbital energy = -14.60 eV
spin multiplicity = 1
maximum force = 2.376 eV/A
frontier orbital gap = 1.4 eV

Element x y z (Å)
Cd -1.77286 3.99328 -0.42413
Tl -0.66093 1.93177 -5.56933
C 0.13963 0.22567 -0.86449
C -0.59460 1.35770 -1.52139
O -1.51285 1.98322 -0.84210
O -0.31905 1.66743 -2.68590
H 0.83409 0.51997 -0.07231
H 0.83605 -0.30793 -1.50602
H -0.59468 -0.39932 -0.35138
C -5.57895 1.86254 -0.86278
C -5.59516 1.00563 0.41042
C -5.89956 -0.45697 0.13284
O -7.19013 -0.59686 -0.42562
C -7.33397 -1.80326 -1.14875
N -4.24131 1.13025 0.97236
H -5.54757 2.91478 -0.54710
H -6.48762 1.91528 -1.46550
H -4.73846 1.68935 -1.53793
H -6.30610 1.41742 1.12771
H -5.82132 -1.04782 1.05120
H -5.17071 -0.78913 -0.61871
H -8.32463 -1.80345 -1.59795
H -7.27625 -2.63093 -0.43114
H -6.58436 -1.93425 -1.93731
H -4.11053 0.46668 1.73049
H -3.51922 1.03360 0.26561
C -5.61226 0.94608 -5.42921
C -4.15299 1.01682 -4.97662
C -3.51554 -0.32140 -4.66839
O -2.17123 -0.18188 -4.26633
C -1.58645 -1.36922 -3.76196
N -3.30424 1.66580 -6.01144
H -6.29875 0.70880 -4.61855
H -5.68213 0.18375 -6.21398
H -5.91277 1.85509 -5.94722
H -4.15751 1.65363 -4.08665
H -3.58527 -0.82814 -5.64113
H -4.03236 -0.90867 -3.90466
H -0.55944 -1.08878 -3.51869
H -1.49609 -2.16460 -4.50512
H -2.10506 -1.68111 -2.85302
H -3.50924 1.26258 -6.92503
H -3.54434 2.64253 -6.15742
C 3.37262 2.44924 -1.54602
C 3.35678 3.96421 -1.68982
C 4.73268 4.51783 -2.03222
O 4.74360 5.91520 -1.85064
C 5.01767 6.39979 -0.54281
N 2.37699 4.32476 -2.73764
H 3.93019 2.15425 -0.64977
H 3.83117 1.98936 -2.42371
H 2.36880 2.03158 -1.43414
H 3.08068 4.44234 -0.73915
H 4.89669 4.36338 -3.09964
H 5.49382 3.97743 -1.46267
H 6.09638 6.28682 -0.40322
H 4.57720 5.80867 0.27028
H 4.68110 7.42663 -0.46099
H 2.62317 5.20662 -3.17718
H 1.54726 4.47392 -2.17282
C -3.76467 3.75961 3.55316
C -2.75129 4.11112 2.45883
C -1.52482 3.23141 2.59534
O -0.56799 3.51606 1.52588
C 0.62029 2.80396 1.78037
N -3.29817 3.88349 1.08374
H -4.28180 2.81483 3.39658
H -4.49806 4.55695 3.66477
H -3.19874 3.68855 4.48343
H -2.46061 5.16188 2.43313
H -1.72624 2.15502 2.56759
H -0.98786 3.39981 3.53100
H 1.42041 3.02112 1.07420
H 0.43841 1.72625 1.65829
H 0.95874 2.86860 2.81643
H -4.06750 4.54946 0.96989
H -3.84289 2.98690 1.06933
C 6.83935 -0.59478 -5.04629
C 5.79646 -1.72127 -5.40672
C 6.44269 -3.12427 -5.36353
C 6.42391 -3.74487 -3.95814
C 5.08573 -3.57845 -3.28577
C 4.49754 -2.15404 -3.22972
N 4.58659 -1.63578 -4.60517
O 3.92163 -0.44397 -4.77821
C 3.00303 -2.26917 -2.87804
C 5.23112 -1.35270 -2.13014
C 5.36950 -1.50580 -6.86988
H 6.34477 0.36669 -5.17780
H 7.67184 -0.70367 -5.73623
H 7.16821 -0.67325 -4.01327
H 5.79383 -3.75946 -5.96798
H 7.45696 -3.10872 -5.74931
H 7.25194 -3.40287 -3.32563
H 6.70276 -4.79764 -4.04828
H 5.00876 -4.15895 -2.36428
H 4.39837 -4.18189 -3.89692
H 2.58553 -3.13658 -3.38890
H 2.84973 -2.41474 -1.80847
H 2.42477 -1.38343 -3.14222
H 5.15550 -1.91933 -1.20060
H 6.30371 -1.20638 -2.25862
H 4.80737 -0.35413 -2.00550
H 4.65228 -2.25244 -7.20680
H 6.27444 -1.49611 -7.47577
H 4.89386 -0.54074 -7.05597
H 3.06762 -0.69000 -5.17282
C 5.56997 -1.68994 2.51154
C 4.24473 -0.92873 2.78109
C 3.19418 -1.74408 1.97309
C 1.74793 -1.37470 2.28359
C 1.54701 -1.59947 3.77811
C 2.52592 -0.81021 4.67942
N 3.89378 -1.00566 4.18880
O 4.85575 -0.41463 4.97155
C 2.22474 0.69143 4.83125
C 2.50210 -1.44437 6.08142
C 4.31158 0.49056 2.18160
H 5.64885 -2.61237 3.09288
H 5.61018 -2.03217 1.47717
H 6.47253 -1.12281 2.73694
H 3.35569 -1.52129 0.91694
H 3.39726 -2.79604 2.17407
H 1.51078 -0.34684 1.99420
H 1.11436 -2.02139 1.67253
H 1.75051 -2.66435 3.91287
H 0.53239 -1.40308 4.12520
H 1.93910 1.01872 3.82787
H 2.96789 1.31197 5.31811
H 1.28246 0.77161 5.38067
H 3.00149 -0.86696 6.86191
H 3.05337 -2.38909 6.10609
H 1.51361 -1.66885 6.48300
H 3.36429 0.97803 2.41970
H 5.02510 1.14729 2.67941
H 4.45954 0.40016 1.11037
H 5.34574 -1.15833 5.37209
C -5.94874 -0.18110 4.34573
C -5.07671 -1.42945 4.26431
C -5.93714 -2.53234 3.65182
C -5.21580 -3.78176 3.14322
C -4.06416 -3.36593 2.22818
C -3.13910 -2.27481 2.81087
N -3.91494 -1.17156 3.37719
O -3.23004 -0.04099 3.81719
C -2.12627 -2.90358 3.83206
C -2.30347 -1.68219 1.64998
C -4.67665 -1.86226 5.67796
H -6.94481 -0.43070 4.70802
H -6.11328 0.26959 3.36331
H -5.50515 0.56767 5.00227
H -6.70642 -2.82302 4.36934
H -6.51900 -2.10325 2.82812
H -5.86671 -4.43771 2.57034
H -4.81529 -4.32275 4.00398
H -4.49686 -3.04458 1.27845
H -3.48121 -4.27492 2.06822
H -2.09085 -2.25342 4.70325
H -2.54906 -3.87025 4.10786
H -1.16373 -3.12689 3.37986
H -1.65712 -2.49942 1.31835
H -2.85190 -1.34149 0.77143
H -1.64001 -0.88689 1.99951
H -3.88391 -1.24278 6.12910
H -4.21222 -2.85014 5.72709
H -5.44757 -1.82285 6.44588
H -2.99178 -0.23896 4.74555

Entry from OMol25: C22H17NO6 in the gas phase at a distorted geometry (the ωB97M-V functional and the def2-TZVPD basis).

SMILES string = O=C(COC(=O)c1cccc([N+](=O)[O-])c1)c1ccc(OCc2ccccc2)cc1
HOMO = -8.97 eV
lowest unoccupied orbital energy = -0.81 eV
spin multiplicity = 1
maximum force = 1.238 eV/A
frontier orbital gap = 8.2 eV

Element x y z (Å)
O 5.04873 -0.84362 1.90427
C 3.95922 -0.39625 1.63408
C 3.08319 0.21854 2.73260
O 1.72853 -0.18801 2.58094
C 0.80308 0.75941 2.40785
O 1.02505 1.94319 2.45643
C -0.53603 0.18117 2.11141
C -0.78458 -1.18716 2.19266
C -2.04370 -1.68492 1.90085
C -3.05839 -0.82891 1.51351
C -2.79775 0.53332 1.41862
N -3.84880 1.42732 0.98675
O -3.58634 2.60457 0.89931
O -4.92673 0.93648 0.72911
C -1.54789 1.04911 1.71970
C 3.36552 -0.44404 0.28900
C 3.69997 -1.51412 -0.54778
C 3.11326 -1.64869 -1.78228
C 2.17753 -0.70814 -2.22909
O 1.64252 -0.94216 -3.44767
C 0.64462 -0.06875 -3.93967
C -0.64872 -0.11648 -3.16052
C -1.05020 -1.29433 -2.54448
C -2.26119 -1.35675 -1.87919
C -3.08493 -0.24522 -1.82932
C -2.68052 0.93813 -2.42422
C -1.46623 1.00350 -3.08441
C 1.87782 0.38666 -1.42003
C 2.47017 0.51506 -0.18024
H 3.44316 -0.12909 3.70505
H 3.14665 1.31372 2.69549
H 0.01178 -1.85069 2.49002
H -2.23433 -2.74420 1.97541
H -4.04780 -1.19406 1.28371
H -1.35883 2.11027 1.65129
H 4.41421 -2.24207 -0.19430
H 3.35436 -2.47720 -2.42934
H 1.02443 0.95974 -3.99759
H 0.46394 -0.42137 -4.96176
H -0.41279 -2.16482 -2.59708
H -2.56819 -2.28058 -1.41151
H -4.04526 -0.30162 -1.33915
H -3.31403 1.81117 -2.37763
H -1.15723 1.92650 -3.55428
H 1.18073 1.14241 -1.74433
H 2.25292 1.39679 0.40169

Entry from OMol25: C4H9BO2 in the gas phase at a distorted geometry (the ωB97M-V functional and the def2-TZVPD basis).

SMILES string = C[C@H]1CCOBO1
HOMO = -10.46 eV
lowest unoccupied orbital energy = 0.89 eV
spin multiplicity = 1
maximum force = 3.986 eV/A
frontier orbital gap = 11.4 eV

Element x y z (Å)
C 1.22775 -0.40486 -1.31247
C -0.11239 -0.51769 -0.50738
C 0.15463 0.08769 0.77942
C -1.09120 0.48437 1.48916
O -1.83217 1.30392 0.75523
B -1.92112 1.15486 -0.62012
O -1.20138 0.17456 -1.19569
H 1.04703 0.34239 -2.03118
H 1.51655 -1.39085 -1.80951
H 2.03508 0.04700 -0.59154
H -0.38495 -1.52241 -0.36975
H 0.75525 1.04855 0.68851
H 0.80873 -0.60854 1.37456
H -1.61462 -0.48987 1.66859
H -0.82363 0.93212 2.43320
H -2.85555 1.68173 -1.08354

Entry from OMol25: C4H13N3O in the gas phase at a distorted geometry (the ωB97M-V functional and the def2-TZVPD basis).

SMILES string = C[C@](O)(CCN)NN
HOMO = -8.83 eV
lowest unoccupied orbital energy = 0.85 eV
spin multiplicity = 1
maximum force = 3.680 eV/A
frontier orbital gap = 9.7 eV

Element x y z (Å)
C -1.18449 0.26805 -0.82490
C -0.04038 -0.55941 -0.27197
O -0.59571 -1.64323 0.43193
C 0.96147 0.22201 0.51567
C 0.24529 0.85708 1.86368
N -0.37148 2.12918 1.56534
N 0.94482 -1.09941 -1.43518
N 0.31971 -1.66027 -2.58061
H -1.49886 1.02677 -0.11624
H -0.88700 0.77373 -1.73985
H -2.03541 -0.36663 -1.06183
H 0.10020 -2.09662 0.92312
H 1.33596 1.05634 -0.07233
H 1.77892 -0.41193 0.86214
H -0.52209 0.16761 2.22111
H 1.03846 0.92566 2.62368
H 0.31899 2.82953 1.32152
H -0.93811 2.46567 2.33473
H 1.49130 -1.86195 -1.03441
H 0.09237 -0.89591 -3.21036
H -0.55394 -2.12629 -2.31522

Entry from OMol25: C34H55BN7NaO as an isolated structure at a distorted geometry (the ωB97M-V functional and the def2-TZVPD basis).

HOMO (spin up / spin down) = -7.71 / -7.82 eV
lowest unoccupied orbital energy (spin up / spin down) = -0.94 / 0.33 eV
spin multiplicity = 1
maximum force = 2.332 eV/A
frontier orbital gap (spin up / spin down) = 6.8 / 8.1 eV

Element x y z (Å)
Na -0.11523 0.01930 -0.01594
C -2.67623 2.53863 -0.77412
C -1.64075 3.41869 -0.91525
C -1.07006 3.20458 -2.22793
C -1.81663 2.20277 -2.89906
C -2.78141 1.75480 -2.01677
C -3.76690 0.65182 -2.19370
C -1.62828 1.82934 -4.34068
C 0.16377 3.85663 -2.73910
C -1.20936 4.50455 0.02345
C -3.60027 2.36779 0.38866
H -3.62265 -0.10971 -1.42135
H -3.67130 0.17591 -3.16770
H -4.78926 1.02520 -2.08848
H -0.66872 1.34364 -4.53183
H -1.67554 2.72660 -4.96273
H -2.41405 1.15518 -4.67777
H 1.04597 3.27132 -2.45393
H 0.29616 4.85515 -2.32124
H 0.16287 3.92323 -3.82737
H -0.18446 4.35890 0.37382
H -1.85988 4.54345 0.89487
H -1.25781 5.47678 -0.47373
H -4.62839 2.22802 0.04984
H -3.57343 3.23774 1.04350
H -3.32887 1.48613 0.97857
C 2.72245 -3.98545 2.30653
C 2.67363 -2.62631 1.69223
C 3.72442 -1.78169 1.40391
C 3.13197 -0.64725 0.81511
N 1.82322 -0.80224 0.75715
N 1.53553 -2.00724 1.29833
B 0.12036 -2.57398 1.34622
N -0.37020 -2.81023 -0.10008
N 0.04031 -1.99874 -1.10612
C -0.22417 -2.61719 -2.24312
C -0.84822 -3.85252 -1.98038
C -0.92283 -3.93746 -0.60581
C -1.52268 -5.03168 0.20917
C 0.13460 -2.04096 -3.58865
C 1.02982 -0.81193 -3.41794
C 0.88421 -3.09965 -4.40675
C -1.16520 -1.65309 -4.30654
N -0.77232 -1.55064 2.18430
N -0.33493 -0.27052 2.31566
C -0.76229 0.18103 3.46846
C -1.48308 -0.83326 4.15949
C -1.46359 -1.92026 3.33480
C -2.07969 -3.25506 3.52021
C -0.44746 1.57956 3.93299
C 1.00527 1.60299 4.43066
C -0.59399 2.56572 2.77065
C -1.40476 1.98139 5.05911
C 3.81844 0.59010 0.29711
C 2.79175 1.59710 -0.22815
C 4.61886 1.23627 1.43518
C 4.76659 0.19607 -0.84311
H 3.75673 -4.24399 2.52430
H 2.31285 -4.73542 1.62825
H 2.15105 -4.02322 3.23489
H 4.76814 -1.96962 1.59520
H 0.11682 -3.60500 1.94485
H -1.20510 -4.58078 -2.68954
H -1.90814 -5.79901 -0.45902
H -2.34702 -4.65345 0.81318
H -0.78974 -5.48474 0.87839
H 1.90679 -1.06557 -2.82068
H 0.48895 -0.01033 -2.90852
H 1.36135 -0.44891 -4.39272
H 1.80215 -3.39630 -3.89661
H 1.14406 -2.69875 -5.38876
H 0.27626 -3.99313 -4.55198
H -1.71497 -0.93364 -3.69815
H -1.79734 -2.52945 -4.45771
H -0.95354 -1.20538 -5.28056
H -1.96594 -0.75923 5.11834
H -2.65449 -3.27655 4.44327
H -1.32728 -4.04438 3.53923
H -2.75181 -3.47462 2.68836
H 1.67783 1.27132 3.63757
H 1.13117 0.94022 5.28863
H 1.28773 2.61460 4.73032
H 0.02388 2.25478 1.92753
H -0.27995 3.56212 3.08713
H -1.63339 2.61438 2.44364
H -1.22453 1.39199 5.95920
H -2.43912 1.82889 4.74586
H -1.27150 3.03587 5.30511
H 2.09644 1.87906 0.56654
H 2.22337 1.16216 -1.05482
H 3.29955 2.49528 -0.58338
H 3.96102 1.48500 2.26993
H 5.10026 2.15330 1.08769
H 5.39146 0.55955 1.80179
H 4.21464 -0.31163 -1.63607
H 5.54547 -0.47923 -0.48700
H 5.24530 1.08320 -1.26438
O -3.15067 -1.96396 0.58067
N -2.62993 -1.05313 1.10078